(1)
The following is a DFT calculation (wB97M-V/def2-TZVPD) of a structure of composition C22H27N3O2 at a distorted geometry.

Each line ends with the Löwdin charge.
Geometry (Å):
C1 -2.100 -0.504 -4.009  -0.0486
C2 -1.301 -1.726 -4.199  -0.4645
H1 -1.392 -2.150 -5.185  0.1333
H2 -1.540 -2.585 -3.623  0.1135
O1 -0.102 -1.430 -4.303  -0.0204
C3 0.641 -1.076 -3.124  0.0075
N1 1.931 -0.411 -3.148  -0.0399
N2 2.241 -0.445 -1.801  0.1366
C4 1.309 -0.854 -1.007  -0.3403
C5 1.277 -0.679 0.453  0.0447
C6 0.353 -1.309 1.104  -0.0814
C7 -0.881 -1.868 0.296  0.0194
C8 -1.084 -1.726 -1.058  0.0413
C9 0.314 -1.324 -1.652  -0.0759
H3 -1.829 -2.290 -1.543  0.0813
H4 -1.646 -2.006 0.826  0.0125
C10 0.088 -0.917 2.538  -0.3580
O2 1.162 -1.197 3.222  -0.0103
N3 -1.076 -0.836 3.202  0.0074
H5 -1.624 -0.352 2.410  0.1672
C11 -1.287 -0.496 4.418  -0.1788
H6 -0.379 -1.113 4.941  0.1795
H7 -2.156 -0.646 4.789  0.0585
C12 -0.629 1.074 4.763  -0.0837
C13 -1.960 1.793 4.643  -0.2103
H8 -2.728 1.882 5.355  0.0878
H9 -1.581 3.172 4.790  0.1823
C14 -2.403 2.029 3.263  -0.1564
C15 -1.386 2.324 1.957  -0.2545
C16 -1.741 1.748 0.832  -0.0583
C17 -0.850 1.644 -0.192  -0.1347
C18 0.227 2.334 -0.131  -0.0692
C19 0.659 2.998 1.166  0.0447
C20 -0.356 3.001 2.105  -0.1410
H10 -0.054 3.462 3.050  0.1237
H11 1.704 3.424 1.368  0.1292
H12 0.900 2.346 -0.883  0.0697
H13 -0.918 1.459 -1.183  0.0902
H14 -2.656 1.117 0.683  0.1457
H15 -2.934 2.978 3.066  0.1284
H16 -3.065 1.471 3.038  -0.0128
H17 0.339 1.311 4.109  0.1608
H18 -0.493 1.067 5.745  0.0354
H19 2.106 -0.222 0.888  0.1198
C21 2.692 -0.419 -4.240  -0.4284
C22 3.300 -1.474 -4.543  -0.1416
H20 2.603 -2.172 -4.935  0.0874
H21 3.926 -1.147 -5.446  0.1365
H22 3.979 -2.095 -3.809  0.1557
H23 2.150 0.057 -5.048  0.1568
H24 3.393 0.395 -3.810  0.1773
H25 -2.033 -0.280 -2.998  0.0081
H26 -3.276 -0.913 -3.999  0.1496
H27 -1.907 0.379 -4.710  0.1173

Calculated values
E_tot	-31799.70917	eV
energy relative to the best compared isomer or geometry (same formula, charge and spin)	1931.8	kJ/mol
E_HOMO	-7.9	eV
max |F|	15.631	eV/A
multiplicity	1
frontier orbital gap	8.22	eV

(2)
The following is a DFT calculation (wB97M-V/def2-TZVPD) of a structure of composition C39H62AgN6O6P3S2.

Each line ends with the Löwdin charge.
Geometry (Å):
Ag1 -0.248 -0.052 -0.598  0.4974
O1 0.582 -3.132 3.127  -0.3395
S1 0.357 -1.727 3.421  0.4390
O2 -0.181 -1.480 4.754  -0.3681
O3 -0.383 -1.004 2.391  -0.4100
C1 2.041 -1.029 3.503  -0.2044
C2 2.506 -0.900 4.813  -0.0808
C3 3.785 -0.462 5.103  -0.1041
C4 4.643 -0.138 4.063  -0.1041
C5 4.196 -0.259 2.760  -0.0811
C6 2.905 -0.695 2.453  -0.2029
S2 2.557 -0.653 0.668  0.4192
O4 1.680 -1.760 0.339  -0.3712
O5 3.872 -0.714 0.051  -0.3626
O6 1.904 0.654 0.483  -0.4101
H1 1.820 -1.153 5.609  0.0959
H2 4.100 -0.373 6.136  0.0886
H3 5.653 0.203 4.256  0.0885
H4 4.848 -0.018 1.932  0.0965
C7 -1.626 -3.426 0.644  -0.2403
P1 -1.954 -1.730 0.075  0.9897
C8 -2.940 -1.038 1.492  -0.3748
N1 -3.706 -1.859 2.154  0.1415
C9 -4.393 -1.375 3.226  -0.2046
C10 -5.206 -2.244 3.984  -0.0203
C11 -5.911 -1.765 5.054  -0.1033
C12 -5.832 -0.402 5.409  -0.1047
C13 -5.047 0.456 4.688  -0.0247
C14 -4.311 -0.021 3.582  -0.2069
N2 -3.529 0.841 2.871  0.1442
C15 -2.838 0.361 1.876  -0.3693
P2 -1.714 1.505 0.942  1.0242
C16 -3.002 2.554 0.145  -0.2583
C17 -0.986 2.692 2.199  -0.7027
C18 -1.959 3.631 2.910  -0.1128
C19 -0.172 1.898 3.220  -0.0951
C20 -0.004 3.531 1.362  -0.1225
C21 -3.280 -1.944 -1.242  -0.7184
C22 -4.367 -2.953 -0.878  -0.1094
C23 -2.537 -2.390 -2.507  -0.1256
C24 -3.887 -0.571 -1.525  -0.1259
H5 -2.485 -3.879 1.138  0.0322
H6 -0.779 -3.378 1.328  0.0109
H7 -1.337 -4.017 -0.228  0.0403
H8 -5.238 -3.286 3.693  0.1086
H9 -6.529 -2.434 5.640  0.0906
H10 -6.389 -0.038 6.264  0.0902
H11 -4.955 1.504 4.943  0.1059
H12 -3.686 2.995 0.871  0.0301
H13 -3.567 1.940 -0.553  0.0050
H14 -2.511 3.340 -0.431  0.0303
H15 -2.689 3.083 3.501  0.0536
H16 -2.491 4.273 2.203  0.0609
H17 -1.384 4.286 3.575  0.0745
H18 -0.800 1.259 3.843  0.0753
H19 0.364 2.602 3.868  0.0860
H20 0.557 1.262 2.719  0.0540
H21 -0.513 4.124 0.597  0.0681
H22 0.739 2.891 0.881  0.0491
H23 0.525 4.223 2.027  0.0833
H24 -3.946 -3.946 -0.708  0.0660
H25 -5.087 -3.030 -1.701  0.0731
H26 -4.903 -2.658 0.025  0.0606
H27 -2.023 -3.343 -2.360  0.0679
H28 -1.816 -1.620 -2.802  0.0244
H29 -3.259 -2.521 -3.323  0.0773
H30 -4.455 -0.194 -0.670  0.0694
H31 -4.580 -0.647 -2.373  0.0816
H32 -3.090 0.125 -1.804  0.0267
N3 -0.724 0.609 -2.687  -0.2738
P3 -0.212 1.485 -3.801  0.5000
N4 1.072 2.569 -3.484  -0.2062
C25 2.114 2.946 -4.420  -0.2557
C26 2.551 4.390 -4.186  -0.2011
C27 3.006 4.588 -2.742  -0.2162
C28 1.930 4.105 -1.774  -0.1928
C29 1.516 2.676 -2.098  -0.2398
N5 -1.431 2.438 -4.517  -0.2152
C30 -2.777 2.274 -3.967  -0.2392
C31 -3.741 3.248 -4.630  -0.1984
C32 -3.320 4.700 -4.372  -0.2031
C33 -1.790 4.856 -4.472  -0.1804
C34 -1.176 3.676 -5.221  -0.2336
N6 0.409 0.733 -5.228  -0.2116
C35 1.521 -0.179 -4.905  -0.2370
C36 1.049 -1.618 -4.741  -0.1819
C37 0.481 -2.147 -6.066  -0.2043
C38 -0.066 -0.991 -6.915  -0.2037
C39 -0.649 0.095 -6.023  -0.2488
H33 1.764 2.799 -5.441  0.0964
H34 2.999 2.295 -4.297  0.1150
H35 1.705 5.055 -4.397  0.1000
H36 3.354 4.650 -4.886  0.1001
H37 3.264 5.635 -2.557  0.0969
H38 3.918 4.002 -2.574  0.1105
H39 1.049 4.754 -1.850  0.1054
H40 2.285 4.151 -0.741  0.1052
H41 0.712 2.342 -1.446  0.0527
H42 2.362 1.998 -1.904  0.1207
H43 -2.779 2.437 -2.883  0.0871
H44 -3.113 1.244 -4.111  0.0959
H45 -4.751 3.071 -4.253  0.1036
H46 -3.770 3.053 -5.707  0.1029
H47 -3.658 5.002 -3.377  0.0994
H48 -3.822 5.361 -5.085  0.0934
H49 -1.343 4.862 -3.474  0.1044
H50 -1.522 5.803 -4.951  0.0987
H51 -0.101 3.818 -5.303  0.0800
H52 -1.566 3.645 -6.252  0.1089
H53 1.982 0.154 -3.973  0.1019
H54 2.294 -0.116 -5.684  0.1085
H55 0.286 -1.610 -3.960  0.0841
H56 1.866 -2.247 -4.381  0.1098
H57 -0.318 -2.867 -5.863  0.0986
H58 1.250 -2.686 -6.629  0.0942
H59 -0.830 -1.347 -7.613  0.0984
H60 0.734 -0.553 -7.521  0.1030
H61 -1.416 -0.359 -5.373  0.1057
H62 -1.151 0.859 -6.620  0.0996

Calculated values
charge	-2
E_tot	-116215.86078	eV
E_HOMO	-2.1	eV
max |F|	0.492	eV/A
multiplicity	1
frontier orbital gap	6.27	eV